{
  "formula": "C3H5NO2",
  "method": "wB97M-V/def2-TZVPD",
  "elements": ["C", "C", "N", "O", "C", "O", "H", "H", "H", "H", "H"],
  "xyz": [[-0.64151, 1.18415, -1.19551], [0.33108, 0.55933, -0.55135], [0.15298, -0.17054, 0.62858], [-1.20674, -0.15446, 1.07105], [0.88955, -1.28139, 0.70542], [1.85254, -1.55888, 0.04146], [-1.69728, 1.38967, -0.85403], [-0.26635, 1.61955, -2.12444], [1.19570, 0.22960, -1.13309], [-1.03783, 0.14067, 1.94511], [0.42785, -1.95769, 1.46681]],
  "atomic_forces_ev_per_a": [[-0.6, 1.3, -0.1], [-0.8, -0.7, -1.0], [-0.9, 2.2, -1.3], [1.6, -1.0, -0.9], [-0.7, -2.8, 1.5], [0.4, 0.2, 0.1], [1.6, -0.3, -0.3], [-0.7, -0.1, 0.1], [0.1, 0.6, 0.7], [-0.5, 0.6, 1.6], [0.5, 0.0, -0.2]],
  "gap_ev": 9.974,
  "smiles": "C=CN(O)C=O",
  "e_homo_ev": -9.317,
  "fmax_ev_per_a": 3.2,
  "de_lowest_ev": 3.372,
  "lumo_energy_ev": 0.657,
  "total_charge": 0,
  "spin_multiplicity": 1
}